(1)
{"formula": "C16H34NO2P2PdSi", "method": "ωB97M-V/def2-TZVPD", "de_lowest_kcal_mol": 6.7, "homo_ev": [-7.85, -11.98], "spin_multiplicity": 5, "e_lumo_ev": [-2.34, -5.64], "s2": 6.026, "charge": 1, "homo_lumo_gap_ha": [0.202, 0.233], "elements": ["C", "C", "N", "C", "C", "C", "C", "P", "Pd", "P", "C", "O", "O", "H", "H", "H", "C", "C", "H", "H", "H", "H", "C", "C", "H", "H", "H", "H", "H", "H", "H", "H", "H", "H", "H", "H", "H", "H", "H", "H", "H", "H", "C", "Si", "C", "C", "C", "C", "H", "H", "H", "H", "H", "H", "H", "H", "H"], "positions_angstrom": [[0.902, -1.355, -4.420], [0.928, -1.211, -3.027], [-0.205, -1.120, -2.330], [-1.397, -1.122, -2.930], [-1.492, -1.274, -4.319], [-0.328, -1.378, -5.074], [2.253, -1.115, -2.307], [2.069, -0.726, -0.530], [-0.116, -0.821, -0.013], [-2.267, -0.176, -0.462], [-2.640, -0.953, -2.087], [2.391, 4.486, -4.018], [-1.477, 2.820, -2.334], [1.849, -1.438, -4.953], [-2.486, -1.295, -4.759], [-0.379, -1.464, -6.158], [3.118, -1.889, 0.372], [2.799, 0.918, -0.353], [-3.375, -0.323, -2.604], [-3.112, -1.929, -1.885], [2.845, -0.329, -2.744], [2.813, -2.057, -2.393], [-3.281, -1.128, 0.697], [-2.739, 1.499, -0.589], [0.279, 4.181, -1.283], [-2.099, 3.531, -2.562], [3.233, 4.072, -3.811], [1.878, 3.781, -4.452], [0.240, -2.932, 1.605], [-0.261, 3.713, -1.596], [4.171, -1.583, 0.305], [2.787, -1.898, 1.417], [2.983, -2.892, -0.054], [3.892, 0.844, -0.450], [2.386, 1.578, -1.129], [2.523, 1.296, 0.641], [-3.760, 1.604, -0.968], [-2.561, 2.046, 0.339], [-1.966, 2.229, -1.572], [-4.324, -0.799, 0.614], [-3.190, -2.198, 0.470], [-2.898, -0.938, 1.707], [1.532, -0.771, 5.314], [-0.012, -0.205, 4.401], [-1.522, -0.805, 5.343], [-0.026, 1.670, 4.334], [-0.017, -0.969, 2.707], [0.087, -1.871, 1.811], [1.388, -0.713, 6.403], [2.403, -0.155, 5.051], [1.764, -1.812, 5.055], [-1.315, -0.857, 6.421], [-2.383, -0.141, 5.189], [-1.799, -1.810, 4.997], [0.873, 2.056, 3.834], [-0.904, 2.040, 3.787], [-0.055, 2.089, 5.351]]}



(2)
{"formula": "C16H35NO4P2PdSi", "method": "ωB97M-V/def2-TZVPD", "de_lowest_kcal_mol": 6.2, "homo_ev": [-5.40, -7.28], "spin_multiplicity": 5, "e_lumo_ev": [0.60, -1.33], "s2": 6.087, "homo_lumo_gap_ha": [0.220, 0.219], "elements": ["Pd", "Si", "P", "N", "H", "C", "H", "H", "H", "C", "H", "H", "H", "C", "H", "H", "H", "C", "H", "H", "H", "H", "H", "C", "C", "C", "C", "C", "C", "H", "H", "H", "H", "H", "C", "O", "C", "H", "H", "H", "C", "H", "H", "H", "C", "O", "P", "O", "C", "O", "C", "H", "H", "H", "H", "H", "H", "H", "H", "H"], "positions_angstrom": [[0.327, -0.130, -0.189], [-0.490, -0.582, -2.259], [2.648, -0.425, -0.498], [0.478, 1.805, -0.061], [-1.114, -3.109, 1.783], [3.909, -0.487, 0.826], [4.919, -0.591, 0.383], [3.710, -1.349, 1.485], [3.865, 0.444, 1.414], [2.970, -1.962, -1.439], [4.051, -2.027, -1.640], [2.414, -1.944, -2.386], [2.650, -2.824, -0.834], [3.245, 0.916, -1.594], [4.251, 0.666, -1.958], [3.271, 1.847, -1.012], [2.548, 1.031, -2.432], [-0.759, -2.439, -2.432], [-1.476, -2.794, -1.681], [0.191, -2.983, -2.385], [-1.199, -2.525, -3.435], [-1.727, 0.179, -2.543], [0.610, -0.143, -3.160], [0.438, 3.038, -0.379], [0.744, 5.366, 0.408], [0.707, 4.016, 0.674], [0.185, 3.557, -1.721], [0.224, 4.910, -1.976], [0.500, 5.807, -0.917], [0.961, 6.081, 1.218], [0.896, 3.573, 1.659], [-0.017, 2.799, -2.488], [0.040, 5.285, -2.997], [0.528, 6.880, -1.127], [-0.001, -3.019, 1.727], [0.464, -1.893, 1.066], [0.484, -2.988, 3.208], [0.890, -3.948, 3.571], [-0.338, -2.689, 3.874], [1.267, -2.227, 3.297], [0.510, -4.258, 0.971], [1.550, -4.446, 1.292], [0.545, -4.025, -0.098], [-0.090, -5.171, 1.130], [-3.945, 1.988, -0.259], [-3.721, 0.729, 0.430], [-2.230, -0.007, 0.392], [-2.082, -0.237, 1.998], [-2.089, 1.019, 2.743], [-2.611, -1.410, -0.364], [-3.533, -2.366, 0.199], [-3.712, 1.887, -1.323], [-3.313, 2.787, 0.152], [-4.998, 2.251, -0.135], [-1.450, 1.785, 2.290], [-3.104, 1.406, 2.807], [-1.717, 0.755, 3.727], [-4.054, -1.935, 1.067], [-4.258, -2.614, -0.583], [-2.964, -3.258, 0.508]]}



(3)
{"formula": "C16H36BaO10", "method": "ωB97M-V/def2-TZVPD", "de_lowest_kcal_mol": 154.5, "homo_ev": -7.22, "spin_multiplicity": 1, "e_lumo_ev": -1.31, "homo_lumo_gap_ha": 0.217, "elements": ["Ba", "C", "C", "O", "O", "H", "H", "H", "C", "C", "O", "O", "H", "H", "H", "C", "O", "C", "C", "O", "C", "H", "H", "H", "H", "H", "H", "H", "H", "H", "H", "C", "O", "C", "C", "O", "C", "H", "H", "H", "H", "H", "H", "H", "H", "H", "H", "C", "O", "C", "C", "O", "C", "H", "H", "H", "H", "H", "H", "H", "H", "H", "H"], "positions_angstrom": [[-0.150, 0.403, -0.746], [4.374, -3.958, -1.179], [3.081, -3.216, -0.793], [3.186, -2.305, 0.023], [1.967, -3.388, -1.416], [4.941, -4.305, -0.315], [5.124, -3.297, -1.614], [4.256, -4.752, -1.916], [-3.955, 4.720, -2.945], [-2.938, 4.086, -2.025], [-3.273, 3.455, -0.978], [-1.730, 3.974, -2.436], [-3.582, 5.689, -3.276], [-4.937, 4.828, -2.486], [-4.190, 4.185, -3.865], [-3.302, -2.483, 0.749], [-3.121, -1.760, -0.446], [-3.512, -2.531, -1.589], [-3.580, -1.672, -2.863], [-2.369, -1.050, -3.123], [-2.310, -0.384, -4.410], [-2.656, -3.356, 0.833], [-4.354, -2.715, 0.912], [-3.039, -1.918, 1.643], [-4.548, -2.811, -1.399], [-2.974, -3.476, -1.661], [-4.257, -0.830, -2.720], [-4.020, -2.251, -3.675], [-3.101, 0.358, -4.517], [-2.222, -0.956, -5.334], [-1.351, 0.135, -4.400], [-1.438, 0.681, 4.393], [-0.226, 0.158, 3.798], [0.811, -0.186, 4.728], [0.727, -1.610, 5.436], [-0.435, -1.678, 6.247], [-0.566, -2.923, 6.883], [-2.307, 0.815, 3.749], [-1.161, 1.656, 4.795], [-1.770, 0.093, 5.248], [0.903, 0.537, 5.538], [1.768, -0.194, 4.205], [1.571, -1.813, 6.094], [0.675, -2.297, 4.592], [-1.482, -3.084, 7.450], [0.242, -2.989, 7.612], [-0.418, -3.813, 6.270], [3.001, 0.518, -3.863], [2.849, 1.441, -2.785], [4.042, 2.016, -2.370], [3.673, 3.203, -1.481], [2.793, 2.804, -0.428], [2.398, 3.888, 0.422], [2.157, -0.158, -4.002], [3.727, -0.247, -3.587], [3.161, 1.029, -4.812], [4.506, 2.472, -3.245], [4.737, 1.351, -1.856], [3.129, 3.917, -2.100], [4.529, 3.689, -1.014], [1.943, 4.692, -0.156], [3.286, 4.095, 1.020], [1.715, 3.519, 1.187]]}



(4)
{"formula": "C16H36FINO9PS3", "method": "ωB97M-V/def2-TZVPD", "homo_ev": -8.86, "smiles": "C[C@H](F)[C@H](OCI)[C@@H](OCCC(=O)N(C)C)[PH2]=S.CCOS(C)(=O)=O.CCOS(C)(=O)=O", "spin_multiplicity": 1, "e_lumo_ev": -0.07, "homo_lumo_gap_ha": 0.323, "elements": ["C", "C", "F", "C", "O", "C", "I", "C", "O", "C", "C", "C", "O", "N", "C", "C", "P", "S", "H", "H", "H", "H", "H", "H", "H", "H", "H", "H", "H", "H", "H", "H", "H", "H", "H", "H", "H", "H", "C", "C", "O", "S", "C", "O", "O", "H", "H", "H", "H", "H", "H", "H", "H", "C", "C", "O", "S", "C", "O", "O", "H", "H", "H", "H", "H", "H", "H", "H"], "positions_angstrom": [[4.035, 2.945, 0.238], [4.061, 1.549, -0.591], [2.875, 1.610, -1.439], [3.989, 0.384, 0.495], [5.062, 0.666, 1.453], [4.706, 0.123, 2.738], [3.497, 1.451, 3.970], [4.212, -1.099, -0.073], [3.139, -2.022, 0.213], [1.863, -1.531, -0.245], [0.935, -1.350, 1.052], [-0.537, -0.848, 0.734], [-1.413, -1.738, 0.556], [-0.987, 0.545, 0.674], [-0.207, 1.451, 1.565], [-0.939, 0.960, -0.762], [4.737, -1.132, -1.924], [6.682, -0.810, -1.923], [3.384, 3.668, -0.368], [3.591, 2.827, 1.276], [5.083, 3.397, 0.277], [5.028, 1.582, -1.192], [3.021, 0.529, 1.079], [4.141, -0.874, 2.642], [5.696, -0.125, 3.262], [5.133, -1.513, 0.477], [1.367, -2.361, -0.870], [1.910, -0.619, -0.921], [0.825, -2.401, 1.506], [1.485, -0.741, 1.848], [-0.942, 2.172, 2.078], [0.533, 2.054, 0.934], [0.355, 0.932, 2.402], [-1.725, 1.772, -0.903], [0.100, 1.298, -1.087], [-1.274, 0.051, -1.374], [4.534, -2.486, -2.350], [4.005, -0.199, -2.720], [-3.285, 4.894, -5.927], [-3.372, 3.544, -5.238], [-2.080, 2.962, -5.056], [-1.149, 3.513, -3.855], [0.046, 2.207, -3.888], [-1.885, 3.438, -2.621], [-0.508, 4.726, -4.286], [-2.803, 5.633, -5.283], [-4.281, 5.263, -6.178], [-2.689, 4.824, -6.840], [-3.900, 3.620, -4.284], [-3.940, 2.857, -5.868], [-0.444, 1.274, -3.615], [0.826, 2.448, -3.166], [0.472, 2.145, -4.889], [-3.950, -3.733, 1.709], [-3.606, -3.104, 3.045], [-4.429, -3.615, 4.096], [-4.091, -5.075, 4.700], [-5.120, -4.960, 6.136], [-2.714, -5.101, 5.117], [-4.639, -6.077, 3.825], [-3.686, -4.793, 1.694], [-3.408, -3.239, 0.901], [-5.023, -3.665, 1.513], [-2.547, -3.237, 3.283], [-3.793, -2.030, 2.993], [-4.741, -4.167, 6.779], [-5.077, -5.917, 6.655], [-6.142, -4.752, 5.822]]}



Values of electronic energy, in order: -1934.90346, -2086.27588, -1408.90344, -3296.47405, all in a.u..
Values of strongest force on any atom, in order: 2.6, 3.4, 4.0, 3.9, all in eV Å⁻¹.